{"formula": "C36H73N3O", "method": "ωB97M-V/def2-TZVPD", "smiles": "COCCCCCCCCCC[C@H](C#N)[C@H](C#N)N=C(C)C.CCCCCC.CCCCCC.CCCCCC", "charge": 0, "e_homo_ev": -8.980, "gap_ev": 9.61, "species": ["C", "O", "C", "C", "C", "C", "C", "C", "C", "C", "C", "C", "C", "C", "N", "C", "C", "N", "N", "C", "C", "C", "H", "H", "H", "H", "H", "H", "H", "H", "H", "H", "H", "H", "H", "H", "H", "H", "H", "H", "H", "H", "H", "H", "H", "H", "H", "H", "H", "H", "H", "H", "H", "C", "C", "C", "C", "C", "C", "H", "H", "H", "H", "H", "H", "H", "H", "H", "H", "H", "H", "H", "H", "C", "C", "C", "C", "C", "C", "H", "H", "H", "H", "H", "H", "H", "H", "H", "H", "H", "H", "H", "H", "C", "C", "C", "C", "C", "C", "H", "H", "H", "H", "H", "H", "H", "H", "H", "H", "H", "H", "H", "H"], "xyz": [[-2.769, -8.867, -0.310], [-3.275, -8.016, 0.689], [-4.461, -7.347, 0.294], [-4.641, -6.138, 1.189], [-5.865, -5.288, 0.791], [-5.600, -3.778, 0.936], [-6.437, -2.915, -0.037], [-5.545, -2.092, -0.990], [-6.247, -0.805, -1.476], [-5.941, 0.412, -0.572], [-5.591, 1.704, -1.326], [-4.084, 1.967, -1.448], [-3.292, 0.780, -2.053], [-2.635, 0.021, -0.986], [-2.103, -0.631, -0.198], [-2.199, 1.265, -3.049], [-1.851, 0.155, -3.944], [-1.519, -0.675, -4.672], [-1.071, 1.779, -2.290], [0.142, 1.450, -2.550], [0.808, 1.622, -3.883], [1.018, 0.903, -1.468], [-2.702, -8.367, -1.280], [-3.365, -9.781, -0.410], [-1.762, -9.157, -0.015], [-5.306, -8.036, 0.420], [-4.396, -7.035, -0.754], [-4.800, -6.515, 2.200], [-3.720, -5.557, 1.190], [-6.675, -5.560, 1.468], [-6.172, -5.523, -0.230], [-4.539, -3.608, 0.759], [-5.822, -3.483, 1.961], [-7.053, -2.211, 0.524], [-7.064, -3.578, -0.631], [-5.282, -2.727, -1.838], [-4.642, -1.827, -0.445], [-5.963, -0.618, -2.511], [-7.315, -1.016, -1.424], [-6.823, 0.598, 0.044], [-5.151, 0.155, 0.136], [-6.090, 1.742, -2.295], [-5.983, 2.531, -0.731], [-3.919, 2.881, -2.015], [-3.728, 2.101, -0.427], [-3.968, 0.118, -2.594], [-2.671, 2.079, -3.610], [0.102, 1.822, -4.685], [1.297, 0.676, -4.138], [1.599, 2.368, -3.839], [1.982, 1.423, -1.457], [0.571, 1.050, -0.490], [1.220, -0.149, -1.666], [7.728, 3.793, -0.124], [7.779, 2.926, -1.378], [7.088, 3.557, -2.585], [5.589, 3.807, -2.409], [4.769, 2.563, -2.071], [4.811, 1.493, -3.159], [6.703, 3.963, 0.210], [8.264, 3.313, 0.697], [8.194, 4.764, -0.303], [7.344, 1.945, -1.162], [8.825, 2.745, -1.635], [7.253, 2.921, -3.459], [7.574, 4.511, -2.814], [5.201, 4.250, -3.332], [5.432, 4.557, -1.630], [3.730, 2.870, -1.916], [5.104, 2.134, -1.123], [4.443, 1.889, -4.108], [4.184, 0.643, -2.884], [5.822, 1.117, -3.316], [8.824, -1.122, -1.376], [9.786, -0.199, -0.633], [11.007, -0.920, -0.066], [10.694, -1.992, 0.980], [9.913, -1.495, 2.196], [10.659, -0.440, 3.007], [8.406, -1.885, -0.719], [7.989, -0.554, -1.791], [9.329, -1.624, -2.204], [9.248, 0.323, 0.164], [10.131, 0.574, -1.324], [11.687, -0.179, 0.363], [11.556, -1.388, -0.889], [11.637, -2.431, 1.318], [10.136, -2.807, 0.511], [9.702, -2.351, 2.842], [8.942, -1.100, 1.886], [11.618, -0.826, 3.359], [10.077, -0.143, 3.880], [10.850, 0.460, 2.421], [-8.773, 2.900, 5.521], [-7.530, 3.746, 5.259], [-7.305, 4.054, 3.780], [-7.073, 2.829, 2.895], [-5.895, 1.949, 3.308], [-4.550, 2.666, 3.244], [-8.702, 1.920, 5.047], [-8.908, 2.737, 6.591], [-9.668, 3.397, 5.143], [-6.653, 3.248, 5.680], [-7.630, 4.693, 5.797], [-6.457, 4.739, 3.686], [-8.173, 4.601, 3.395], [-6.917, 3.170, 1.865], [-7.980, 2.218, 2.872], [-5.861, 1.083, 2.641], [-6.051, 1.551, 4.314], [-4.354, 3.038, 2.235], [-3.738, 1.988, 3.512], [-4.509, 3.512, 3.932]], "atomic_forces_ev_per_a": [[0.18, -0.20, 0.15], [0.08, 0.21, -0.27], [0.17, -0.06, 0.44], [-0.51, -0.29, 0.08], [0.53, 0.11, 0.51], [-0.47, -0.30, -0.36], [0.80, 0.15, 0.16], [-0.56, 0.00, 0.13], [0.45, -0.55, 0.54], [-0.38, -0.15, -0.32], [0.14, 0.17, 0.52], [-0.40, -0.55, 0.29], [0.20, 0.56, 0.11], [0.29, -0.81, 0.12], [-0.33, 0.41, -0.28], [-0.13, 1.45, -0.20], [0.42, -0.23, -0.81], [-0.27, 0.34, 0.48], [0.11, -2.09, 0.98], [-0.18, 0.82, -0.14], [-0.28, -1.54, -0.49], [0.58, 1.52, 0.44], [-0.09, 0.05, -0.04], [-0.12, 0.02, -0.08], [0.02, -0.01, 0.06], [-0.15, 0.05, -0.25], [0.01, -0.05, -0.08], [0.26, 0.09, 0.13], [0.04, 0.06, -0.08], [-0.30, -0.07, -0.29], [0.00, 0.02, -0.07], [0.05, 0.15, 0.02], [0.20, 0.05, 0.09], [-0.23, -0.12, 0.01], [-0.35, 0.18, 0.05], [0.23, 0.03, -0.01], [0.22, -0.01, -0.19], [-0.17, 0.18, -0.08], [-0.12, 0.19, -0.45], [-0.01, 0.08, 0.04], [0.13, 0.07, -0.02], [-0.01, -0.08, -0.07], [-0.08, 0.16, -0.19], [0.18, 0.03, -0.01], [0.22, 0.36, -0.07], [0.00, -0.09, -0.01], [-0.09, -0.28, -0.38], [0.03, 0.31, 0.03], [0.15, 0.08, -0.11], [-0.12, 0.21, 0.19], [0.11, -0.19, -0.07], [-0.21, -0.29, 0.00], [-0.21, -0.09, -0.05], [0.01, -0.13, 0.01], [0.05, 0.12, 0.04], [0.00, -0.06, -0.05], [0.01, 0.04, 0.05], [-0.03, 0.01, -0.14], [-0.06, -0.01, 0.15], [0.00, 0.03, 0.00], [0.00, 0.03, 0.02], [-0.04, 0.02, 0.00], [0.01, -0.01, -0.03], [-0.01, -0.05, -0.01], [-0.02, 0.01, -0.01], [0.01, 0.00, 0.02], [-0.02, -0.02, 0.00], [0.01, 0.00, 0.00], [0.01, 0.01, 0.04], [0.00, 0.02, 0.01], [0.04, -0.01, -0.02], [0.01, -0.02, -0.05], [0.00, 0.00, -0.03], [-0.04, 0.11, 0.05], [0.00, -0.07, -0.12], [0.03, 0.04, 0.04], [-0.04, -0.03, -0.04], [0.11, -0.01, 0.06], [-0.12, 0.00, -0.01], [0.01, -0.02, -0.01], [-0.01, -0.03, -0.02], [0.00, -0.04, 0.02], [0.03, 0.02, 0.01], [0.00, 0.04, 0.04], [0.00, -0.01, 0.01], [-0.01, 0.00, -0.01], [0.00, 0.00, 0.02], [0.00, 0.00, -0.01], [-0.04, 0.00, -0.01], [0.00, -0.02, -0.02], [0.02, 0.02, -0.02], [0.03, 0.01, 0.02], [0.03, 0.00, 0.00], [0.09, 0.01, 0.07], [-0.12, 0.01, -0.02], [0.06, 0.04, -0.01], [-0.06, -0.05, 0.01], [0.08, 0.04, -0.13], [-0.01, -0.10, 0.08], [-0.02, 0.00, -0.01], [-0.03, -0.01, 0.00], [-0.01, -0.02, -0.03], [0.02, 0.01, -0.02], [0.04, 0.00, 0.01], [0.01, -0.01, -0.02], [-0.01, 0.00, 0.01], [0.02, -0.01, 0.00], [-0.01, 0.01, 0.00], [-0.02, -0.03, 0.03], [-0.03, 0.00, 0.00], [-0.01, 0.04, 0.01], [0.02, 0.02, -0.03], [0.00, 0.03, -0.03]], "lowdin_charge": [-0.125, -0.190, -0.254, -0.179, -0.200, -0.195, -0.196, -0.208, -0.197, -0.199, -0.192, -0.144, -0.243, -0.206, 0.187, -0.301, -0.181, 0.186, 0.113, -0.380, -0.031, -0.022, 0.084, 0.086, 0.085, 0.130, 0.119, 0.115, 0.112, 0.109, 0.103, 0.097, 0.110, 0.104, 0.103, 0.113, 0.075, 0.094, 0.105, 0.102, 0.099, 0.114, 0.099, 0.114, 0.112, 0.133, 0.148, 0.076, 0.090, 0.083, 0.058, 0.080, 0.100, -0.103, -0.275, -0.225, -0.226, -0.272, -0.107, 0.066, 0.066, 0.076, 0.089, 0.098, 0.102, 0.110, 0.110, 0.102, 0.087, 0.102, 0.074, 0.063, 0.062, -0.102, -0.276, -0.228, -0.230, -0.271, -0.112, 0.068, 0.055, 0.077, 0.094, 0.098, 0.101, 0.110, 0.109, 0.100, 0.104, 0.098, 0.074, 0.068, 0.064, -0.112, -0.270, -0.229, -0.232, -0.265, -0.104, 0.064, 0.068, 0.074, 0.098, 0.104, 0.101, 0.109, 0.101, 0.101, 0.091, 0.100, 0.067, 0.072, 0.066]}